The following is a DFT calculation (wB97M-V/def2-TZVPD) of a cluster of 3 separate species, C25H39BF3N3O4 in total.

**HOMO energy**: -0.320 Ha
**SMILES**: [H]/N=C\CCO[C@H](C[C@@H](O)C(F)(F)F)[C@@H](NCC)OCB(O)N(C)C.c1ccccc1.c1ccccc1
**Kohn-Sham gap**: 9.16 eV
**Net charge**: 0
**Total energy**: -1765.683232 a.u.
**Relative energy (zero: lowest compared OMol25 entry of this formula, charge and spin)**: 0.0 kJ/mol

Bonds (Å) are listed after each position.
Geometry (Å):
1 C 2.490 -0.383 3.837  C2 1.539, H25 1.095, H26 1.093, H27 1.093
2 C 1.734 -1.196 2.772  C1 1.539, N3 1.462, H28 1.093, H29 1.095
3 N 2.606 -1.788 1.759  C2 1.462, C4 1.439, H30 1.007
4 C 2.710 -1.245 0.430  N3 1.439, O5 1.423, C12 1.550, H31 1.098
5 O 1.882 -1.861 -0.550  C4 1.423, C6 1.433
6 C 0.520 -2.114 -0.180  O5 1.433, B7 1.589, H32 1.088, H33 1.101
7 B 0.289 -3.611 0.299  C6 1.589, O8 1.392, N9 1.470
8 O -0.422 -3.847 1.473  B7 1.392, H34 0.962
9 N 0.832 -4.748 -0.457  B7 1.470, C10 1.480, C11 1.474
10 C -0.264 -5.675 -0.819  N9 1.480, H35 1.094, H36 1.093, H37 1.096
11 C 1.848 -5.443 0.355  N9 1.474, H38 1.099, H39 1.093, H40 1.095
12 C 2.588 0.300 0.410  C4 1.550, C13 1.534, O20 1.422, H41 1.094
13 C 3.402 0.895 -0.746  C12 1.534, C14 1.532, H42 1.096, H43 1.093
14 C 4.931 0.878 -0.649  C13 1.532, O15 1.421, C16 1.525, H44 1.094
15 O 5.483 1.703 -1.665  C14 1.421, H45 0.964
16 C 5.461 1.322 0.710  C14 1.525, F17 1.361, F18 1.344, F19 1.344
17 F 4.867 2.478 1.112  C16 1.361
18 F 6.783 1.564 0.690  C16 1.344
19 F 5.233 0.400 1.662  C16 1.344
20 O 1.224 0.667 0.241  C12 1.422, C21 1.411
21 C 0.895 1.922 0.797  O20 1.411, C22 1.531, H46 1.101, H47 1.100
22 C -0.624 2.098 0.704  C21 1.531, C23 1.510, H48 1.097, H49 1.095
23 C -1.121 3.138 1.678  C22 1.510, N24 1.277, H50 1.094
24 N -0.970 4.401 1.562  C23 1.277, H51 1.024
25 H 3.491 -0.812 3.951  C1 1.095
26 H 2.592 0.673 3.577  C1 1.093
27 H 1.988 -0.466 4.805  C1 1.093
28 H 0.941 -0.595 2.322  C2 1.093
29 H 1.230 -2.021 3.288  C2 1.095
30 H 2.566 -2.794 1.744  N3 1.007
31 H 3.717 -1.472 0.055  C4 1.098
32 H 0.140 -1.390 0.538  C6 1.088
33 H -0.075 -1.963 -1.095  C6 1.101
34 H -1.259 -3.377 1.536  O8 0.962
35 H -0.186 -6.619 -0.271  C10 1.094
36 H -0.224 -5.892 -1.890  C10 1.093
37 H -1.252 -5.259 -0.591  C10 1.096
38 H 1.430 -5.873 1.276  C11 1.099
39 H 2.292 -6.251 -0.233  C11 1.093
40 H 2.644 -4.741 0.624  C11 1.095
41 H 2.930 0.714 1.364  C12 1.094
42 H 3.143 0.322 -1.644  C13 1.096
43 H 3.088 1.926 -0.924  C13 1.093
44 H 5.333 -0.119 -0.851  C14 1.094
45 H 5.421 2.626 -1.391  O15 0.964
46 H 1.226 1.982 1.845  C21 1.101
47 H 1.386 2.735 0.242  C21 1.100
48 H -0.917 2.379 -0.314  C22 1.097
49 H -1.093 1.129 0.908  C22 1.095
50 H -1.653 2.767 2.559  C23 1.094
51 H -0.474 4.601 0.689  N24 1.024
52 C -4.879 -0.950 -0.221  C53 1.388, C57 1.388, H58 1.082
53 C -3.555 -1.366 -0.215  C52 1.388, C54 1.388, H59 1.083
54 C -3.184 -2.507 -0.911  C53 1.388, C55 1.388, H60 1.083
55 C -4.131 -3.233 -1.620  C54 1.388, C56 1.388, H61 1.082
56 C -5.454 -2.815 -1.628  C55 1.388, C57 1.388, H62 1.082
57 C -5.828 -1.676 -0.928  C52 1.388, C56 1.388, H63 1.082
58 H -5.171 -0.061 0.321  C52 1.082
59 H -2.810 -0.798 0.330  C53 1.083
60 H -2.150 -2.828 -0.912  C54 1.083
61 H -3.838 -4.120 -2.165  C55 1.082
62 H -6.195 -3.377 -2.182  C56 1.082
63 H -6.861 -1.353 -0.934  C57 1.082
64 C -4.119 4.583 -1.604  C65 1.388, C69 1.388, H70 1.083
65 C -3.165 5.220 -0.822  C64 1.388, C66 1.388, H71 1.082
66 C -2.108 5.886 -1.426  C65 1.388, C67 1.388, H72 1.083
67 C -2.006 5.920 -2.810  C66 1.388, C68 1.388, H73 1.082
68 C -2.960 5.283 -3.591  C67 1.388, C69 1.388, H74 1.082
69 C -4.016 4.613 -2.988  C64 1.388, C68 1.388, H75 1.082
70 H -4.943 4.062 -1.134  C64 1.083
71 H -3.241 5.197 0.257  C65 1.082
72 H -1.366 6.385 -0.815  C66 1.083
73 H -1.184 6.443 -3.280  C67 1.082
74 H -2.882 5.309 -4.670  C68 1.082
75 H -4.759 4.115 -3.598  C69 1.082

The following is a DFT calculation (wB97M-V/def2-TZVPD) of an isolated molecule of C6H12N2O5.

**HOMO energy**: -0.365 Ha
**SMILES**: N[C@@H](CO)C(=O)N[C@@H](CO)C(=O)O
**Kohn-Sham gap**: 10.19 eV
**Net charge**: 0
**Total energy**: -721.519558 a.u.
**Relative energy (zero: lowest compared OMol25 entry of this formula, charge and spin)**: 118.8 kJ/mol

Bonds (Å) are listed after each position.
Geometry (Å):
1 C 0.985 -1.735 0.185  C2 1.569, C3 1.562, H9 1.122, N19 1.474
2 C -0.286 -1.281 0.984  C1 1.569, N20 1.389, O21 1.221
3 C 2.157 -0.715 0.341  C1 1.562, H10 1.105, H11 1.057, O22 1.441
4 C -0.608 0.675 -0.475  C5 1.490, C6 1.523, H14 1.122, N20 1.434
5 C -0.250 2.075 -0.112  C4 1.490, O23 1.186, O25 1.316
6 C -1.616 0.722 -1.615  C4 1.523, H15 1.062, H16 1.105, O24 1.429
7 H 0.120 -2.794 -1.480  N19 1.052
8 H 1.408 -1.903 -1.873  N19 1.041
9 H 1.329 -2.694 0.658  C1 1.122
10 H 1.990 0.072 -0.416  C3 1.105
11 H 3.086 -1.178 0.142  C3 1.057
12 H 1.717 -0.662 2.174  O22 0.948
13 H -1.676 0.220 1.341  N20 1.041
14 H 0.249 0.196 -1.018  C4 1.122
15 H -2.472 1.149 -1.153  C6 1.062
16 H -1.312 1.249 -2.537  C6 1.105
17 H -1.053 -1.045 -2.061  O24 0.997
18 H 1.040 1.306 1.171  O25 1.029
19 N 0.592 -1.888 -1.227  C1 1.474, H7 1.052, H8 1.041
20 N -0.872 -0.046 0.736  C2 1.389, C4 1.434, H13 1.041
21 O -0.782 -1.966 1.865  C2 1.221
22 O 2.188 -0.053 1.622  C3 1.441, H12 0.948
23 O -0.871 3.038 -0.414  C5 1.186
24 O -1.911 -0.553 -2.190  C6 1.429, H17 0.997
25 O 0.782 2.182 0.697  C5 1.316, H18 1.029

The following is a DFT calculation (wB97M-V/def2-TZVPD) of a cluster of 3 separate species, C27H38INO4 in total.

**HOMO energy**: -0.336 Ha
**SMILES**: CCO[C@H]1NC(=O)[C@@H](C[C@H](C)I)[C@@H]1CCCCOC(C)=O.c1ccccc1.c1ccccc1
**Kohn-Sham gap**: 9.66 eV
**Net charge**: 0
**Total energy**: -1705.032307 a.u.

Bonds (Å) are listed after each position.
Geometry (Å):
1 C -6.322 -4.402 -1.571  C2 1.521, H22 1.084, H23 1.085, H24 1.087
2 C -6.347 -2.979 -2.109  C1 1.521, O3 1.408, H25 1.086, H26 1.093
3 O -5.059 -2.442 -2.301  C2 1.408, C4 1.381
4 C -4.560 -1.706 -1.245  O3 1.381, N5 1.482, C13 1.524, H27 1.100
5 N -3.966 -2.495 -0.139  C4 1.482, C6 1.430, H28 1.016
6 C -3.084 -1.604 0.548  N5 1.430, O7 1.217, C8 1.522
7 O -2.497 -1.899 1.573  C6 1.217
8 C -3.045 -0.302 -0.239  C6 1.522, C9 1.526, C13 1.522, H29 1.094
9 C -1.874 0.643 0.012  C8 1.526, C10 1.527, H30 1.087, H31 1.086
10 C -0.508 -0.002 0.239  C9 1.527, C11 1.554, I12 2.161, H32 1.079
11 C 0.395 0.920 1.105  C10 1.554, H33 1.082, H34 1.084, H35 1.087
12 I 0.504 -0.311 -1.646  C10 2.161
13 C -3.425 -0.767 -1.638  C4 1.524, C8 1.522, C14 1.546, H36 1.088
14 C -3.928 0.356 -2.573  C13 1.546, C15 1.534, H37 1.088, H38 1.086
15 C -2.855 0.833 -3.559  C14 1.534, C16 1.535, H39 1.088, H40 1.086
16 C -3.049 0.248 -4.965  C15 1.535, C17 1.511, H41 1.090, H42 1.089
17 C -1.770 -0.120 -5.682  C16 1.511, O18 1.429, H43 1.087, H44 1.084
18 O -0.935 -0.952 -4.874  C17 1.429, C19 1.359
19 C -1.182 -2.283 -4.994  O18 1.359, C20 1.500, O21 1.214
20 C -0.899 -3.074 -3.752  C19 1.500, H45 1.084, H46 1.086, H47 1.084
21 O -1.587 -2.802 -6.014  C19 1.214
22 H -5.941 -5.094 -2.314  C1 1.084
23 H -5.685 -4.464 -0.695  C1 1.085
24 H -7.326 -4.704 -1.283  C1 1.087
25 H -6.873 -2.973 -3.059  C2 1.086
26 H -6.940 -2.363 -1.428  C2 1.093
27 H -5.354 -1.053 -0.853  C4 1.100
28 H -4.709 -2.712 0.519  N5 1.016
29 H -3.924 0.231 0.135  C8 1.094
30 H -1.793 1.336 -0.822  C9 1.087
31 H -2.112 1.224 0.898  C9 1.086
32 H -0.595 -0.946 0.752  C10 1.079
33 H 1.351 1.101 0.632  C11 1.082
34 H 0.541 0.494 2.091  C11 1.084
35 H -0.068 1.899 1.190  C11 1.087
36 H -2.653 -1.304 -2.187  C13 1.088
37 H -4.277 1.174 -1.946  C14 1.088
38 H -4.761 -0.038 -3.147  C14 1.086
39 H -2.917 1.918 -3.623  C15 1.088
40 H -1.860 0.607 -3.189  C15 1.086
41 H -3.523 1.016 -5.574  C16 1.090
42 H -3.752 -0.583 -4.960  C16 1.089
43 H -1.211 0.787 -5.897  C17 1.087
44 H -1.996 -0.583 -6.635  C17 1.084
45 H -1.824 -3.476 -3.356  C20 1.084
46 H -0.273 -3.909 -4.052  C20 1.086
47 H -0.361 -2.506 -3.000  C20 1.084
48 C 4.174 2.049 2.049  C49 1.388, C53 1.387, H54 1.082
49 C 5.345 2.646 1.601  C48 1.388, C50 1.387, H55 1.082
50 C 5.592 3.983 1.875  C49 1.387, C51 1.388, H56 1.082
51 C 4.673 4.722 2.608  C50 1.388, C52 1.388, H57 1.082
52 C 3.502 4.125 3.056  C51 1.388, C53 1.388, H58 1.082
53 C 3.251 2.790 2.772  C48 1.387, C52 1.388, H59 1.082
54 H 3.983 1.006 1.834  C48 1.082
55 H 6.065 2.067 1.037  C49 1.082
56 H 6.503 4.450 1.522  C50 1.082
57 H 4.868 5.764 2.828  C51 1.082
58 H 2.785 4.701 3.627  C52 1.082
59 H 2.337 2.324 3.119  C53 1.082
60 C 6.486 0.672 6.985  C61 1.388, C65 1.388, H66 1.082
61 C 7.505 -0.104 6.451  C60 1.388, C62 1.388, H67 1.082
62 C 7.830 0.008 5.107  C61 1.388, C63 1.388, H68 1.082
63 C 7.140 0.901 4.298  C62 1.388, C64 1.387, H69 1.083
64 C 6.122 1.678 4.831  C63 1.387, C65 1.388, H70 1.078
65 C 5.794 1.562 6.175  C60 1.388, C64 1.388, H71 1.083
66 H 6.231 0.584 8.034  C60 1.082
67 H 8.046 -0.797 7.083  C61 1.082
68 H 8.621 -0.601 4.689  C62 1.082
69 H 7.395 0.991 3.250  C63 1.083
70 H 5.588 2.374 4.204  C64 1.078
71 H 4.998 2.166 6.591  C65 1.083

The following is a DFT calculation (wB97M-V/def2-TZVPD) of a cluster of 2 separate species, C2H3NO2 in total.

**HOMO energy**: -0.371 Ha
**SMILES**: N=C=O.C=O
**Kohn-Sham gap**: 10.72 eV
**Net charge**: 0
**Total energy**: -283.198668 a.u.
**Relative energy (zero: lowest compared OMol25 entry of this formula, charge and spin)**: 155.8 kJ/mol

Bonds (Å) are listed after each position.
Geometry (Å):
1 C -1.618 -0.391 0.103  N3 1.187, O4 1.166
2 C 1.734 -0.055 0.155  O5 1.193, H6 1.064, H8 1.187
3 N -2.197 0.556 -0.318  C1 1.187, H7 1.028
4 O -1.181 -1.416 0.447  C1 1.166
5 O 1.265 -1.111 0.452  C2 1.193
6 H 2.661 0.378 0.445  C2 1.064
7 H -1.901 1.518 -0.527  N3 1.028
8 H 1.238 0.519 -0.757  C2 1.187